The following is a DFT calculation (ωB97M-V/def2-TZVPD) of a molecular structure, C26H28BCl4N10O2STi.

Geometry as XYZ:
```
73
Properties=species:S:1:pos:R:3:forces:R:3
Ti 0.653 -0.708 -0.138 -1.616 0.665 0.272
C -2.850 -1.669 -0.581 0.088 0.121 -0.031
C -2.452 -0.232 -0.651 -0.071 0.051 -0.086
C -3.283 0.882 -0.800 0.042 -0.040 0.063
C -2.428 1.957 -0.947 -0.095 -0.035 0.089
N -1.169 1.511 -0.895 -0.165 0.194 -0.064
N -1.169 0.168 -0.684 -1.030 0.244 -0.195
B 0.187 2.239 -1.094 0.185 -0.133 -0.072
N 0.907 2.196 0.278 -0.048 0.338 0.238
C 1.419 3.176 1.034 -0.009 -0.263 -0.223
C 1.964 2.617 2.170 -0.006 -0.021 0.057
C 1.750 1.247 2.065 -0.131 0.213 -0.028
C 2.184 0.225 3.056 0.047 -0.011 -0.057
N 1.074 0.990 0.921 0.550 1.064 0.362
N 0.999 1.359 -2.106 -0.072 0.248 -0.118
C 1.499 1.706 -3.295 0.056 -0.039 0.027
C 2.096 0.595 -3.863 0.027 -0.138 0.084
C 1.929 -0.435 -2.942 0.025 0.127 -0.182
C 2.370 -1.853 -3.050 -0.040 0.091 0.060
N 1.255 0.048 -1.879 0.338 0.411 -0.634
N 0.034 3.604 -1.708 -0.111 0.019 -0.074
C -0.809 3.963 -2.721 -0.176 -0.094 0.059
C -0.330 5.106 -3.293 0.029 0.038 -0.041
C 0.865 5.389 -2.588 -0.049 -0.136 0.061
C 1.833 6.504 -2.799 0.003 -0.054 -0.028
N 1.080 4.476 -1.661 0.163 0.001 0.273
H -3.611 -1.824 0.182 -0.011 -0.020 0.042
H -1.993 -2.308 -0.386 -0.030 -0.071 0.060
H -3.281 -1.965 -1.539 0.003 -0.020 0.010
H -4.359 0.900 -0.819 0.008 -0.021 -0.025
H -2.647 3.003 -1.087 0.042 -0.050 0.055
H 1.393 4.192 0.695 -0.026 0.143 -0.118
H 2.465 3.129 2.972 0.001 -0.001 -0.010
H 2.838 0.696 3.786 -0.001 0.014 -0.007
H 2.730 -0.584 2.574 -0.004 -0.026 0.015
H 1.330 -0.204 3.576 -0.006 -0.018 0.023
H 1.416 2.713 -3.671 -0.050 0.026 0.081
H 2.596 0.534 -4.814 -0.014 0.003 0.003
H 2.826 -2.022 -4.023 0.019 0.008 0.001
H 1.521 -2.527 -2.943 0.018 -0.050 0.004
H 3.103 -2.091 -2.279 0.006 -0.033 -0.002
H -1.686 3.380 -2.955 0.101 0.062 -0.094
H -0.767 5.670 -4.099 -0.015 -0.025 0.012
H 1.318 7.456 -2.916 0.010 0.010 0.024
H 2.420 6.329 -3.702 0.003 0.043 -0.005
H 2.516 6.563 -1.954 0.002 0.038 -0.010
Cl 4.922 -5.619 1.003 -0.007 -0.009 0.017
C 3.541 -4.722 0.527 -0.084 0.041 -0.012
C 2.437 -5.366 -0.034 0.050 0.005 0.001
Cl 2.455 -7.068 -0.245 -0.023 -0.022 0.002
C 1.313 -4.636 -0.436 -0.144 0.004 -0.018
Cl -0.066 -5.396 -1.127 -0.006 0.047 -0.010
C 1.311 -3.265 -0.276 0.711 -0.401 0.167
O 0.348 -2.408 -0.651 0.032 -1.164 -0.570
C 2.420 -2.618 0.293 -0.013 -0.922 -0.195
O 2.271 -1.287 0.351 1.452 -0.734 0.650
C 3.530 -3.334 0.700 -0.039 0.170 0.002
Cl 4.851 -2.482 1.390 0.020 -0.013 -0.004
S -0.285 -1.800 2.116 0.255 -0.140 0.255
C -1.900 -1.842 2.644 -0.144 0.318 -0.160
N -2.668 -0.751 2.641 -0.019 -0.019 0.077
C -4.020 -0.701 3.191 -0.148 -0.091 0.035
C -4.171 -1.778 4.255 0.093 -0.021 -0.089
C -3.740 -3.115 3.674 -0.158 0.101 0.060
N -2.401 -2.982 3.111 -0.026 -0.032 0.018
H -2.234 0.099 2.321 0.056 -0.003 -0.029
H -4.754 -0.848 2.393 0.012 0.017 0.004
H -4.186 0.285 3.620 0.050 0.031 -0.048
H -5.205 -1.833 4.590 -0.006 0.012 0.001
H -3.543 -1.532 5.113 -0.026 -0.004 0.024
H -4.441 -3.431 2.896 0.024 -0.033 0.001
H -3.721 -3.885 4.442 0.049 -0.016 -0.014
H -1.794 -3.784 3.072 0.048 0.007 -0.033
```
Forces are in eV/Å.

Results
* net charge: +1
* molecular weight: 745.14 g mol⁻¹
* energy relative to the best compared isomer or geometry (same formula, charge and spin): 11.9 kcal/mol

---

The following is a DFT calculation (ωB97M-V/def2-TZVPD) of a molecular structure, C26H28BF4N8S3Sn.

Geometry as XYZ:
```
71
Properties=species:S:1:pos:R:3:forces:R:3
Sn 0.069 -1.270 0.323 -0.006 -0.074 -0.076
C -2.421 1.679 -2.891 -0.013 -0.017 0.003
C -1.833 1.087 -1.641 0.039 0.036 -0.008
N -0.650 0.641 -1.533 -0.033 -0.083 -0.002
C 0.299 0.734 -2.619 0.077 0.071 0.047
C 1.334 -0.393 -2.588 0.000 -0.015 -0.029
N 1.820 -0.761 -1.251 -0.078 0.000 -0.022
C 2.947 0.040 -0.718 -0.003 0.032 0.007
C 2.531 1.371 -0.110 -0.018 -0.043 0.028
N 1.553 1.164 0.951 0.066 -0.002 -0.010
C 1.933 1.654 2.284 0.040 -0.047 -0.169
C 0.907 1.142 3.298 -0.006 -0.128 -0.038
N -0.383 1.296 2.669 -0.023 0.231 0.112
C -1.501 0.836 3.013 0.014 -0.031 -0.061
C -1.864 0.139 4.293 0.023 -0.059 -0.014
C -2.520 0.937 1.902 -0.010 -0.066 0.030
C -3.902 0.968 2.044 0.013 0.030 0.026
C -4.673 1.044 0.891 -0.021 -0.011 -0.016
C -4.063 1.088 -0.354 0.001 -0.039 -0.038
C -2.673 1.038 -0.398 0.052 0.032 0.083
N -1.952 0.954 0.704 -0.009 -0.017 0.047
H -1.727 2.383 -3.350 0.020 -0.001 0.009
H -3.346 2.210 -2.683 0.001 -0.005 -0.003
H -2.626 0.886 -3.615 -0.001 0.013 -0.015
H 0.809 1.696 -2.502 -0.011 0.015 -0.049
H -0.161 0.728 -3.612 -0.031 -0.017 0.003
H 2.173 -0.097 -3.229 0.016 -0.028 0.010
H 0.881 -1.286 -3.014 -0.024 -0.004 0.017
H 2.119 -1.734 -1.302 0.032 0.020 0.005
H 3.689 0.201 -1.509 0.001 -0.007 -0.001
H 3.425 -0.548 0.067 -0.015 -0.005 0.005
H 2.136 2.042 -0.880 -0.009 -0.045 0.004
H 3.433 1.841 0.282 0.006 0.040 0.002
H 0.642 1.537 0.709 -0.007 0.045 0.030
H 1.970 2.749 2.313 0.012 -0.082 0.030
H 2.940 1.305 2.504 -0.067 -0.067 0.163
H 0.983 1.682 4.247 0.012 0.043 -0.023
H 1.086 0.080 3.503 0.000 0.003 0.031
H -0.993 0.046 4.939 -0.003 0.006 0.007
H -2.262 -0.858 4.089 -0.001 0.004 -0.002
H -2.635 0.695 4.831 0.000 0.007 -0.004
H -4.365 0.943 3.021 -0.003 -0.003 -0.001
H -5.753 1.066 0.962 0.000 -0.001 0.005
H -4.660 1.124 -1.255 0.012 0.023 -0.005
S -1.362 -2.287 -1.597 -0.065 0.029 0.009
C -0.956 -3.986 -1.721 0.079 0.001 0.037
C -1.741 -4.778 -2.559 0.026 -0.023 -0.006
C -1.483 -6.128 -2.746 -0.004 0.032 -0.014
C -2.327 -6.894 -3.617 0.021 -0.074 0.045
N -3.011 -7.507 -4.309 -0.009 0.040 -0.022
C -0.399 -6.715 -2.077 0.012 0.001 0.009
C 0.388 -5.935 -1.243 0.001 0.009 -0.021
C 0.135 -4.575 -1.042 -0.064 0.050 -0.010
S 1.172 -3.700 0.061 0.032 -0.002 0.034
C -0.096 -8.108 -2.239 -0.050 -0.002 -0.038
N 0.147 -9.224 -2.370 0.025 0.003 0.019
H -2.576 -4.326 -3.077 0.000 0.007 0.005
H 1.220 -6.393 -0.726 0.005 0.008 0.003
F 4.962 2.152 3.638 -0.024 -0.005 0.000
B 5.381 2.262 2.300 0.016 0.002 -0.058
F 5.153 1.023 1.639 0.005 0.025 0.020
F 6.732 2.598 2.231 -0.001 -0.003 0.001
F 4.600 3.254 1.649 0.004 0.024 -0.008
S 1.580 4.968 0.191 0.026 0.003 -0.003
C 0.584 4.868 1.574 -0.022 0.025 -0.024
C -0.568 4.219 1.265 -0.004 -0.042 0.009
N -0.688 3.813 -0.039 -0.058 0.056 -0.149
C 0.372 4.155 -0.708 0.020 0.030 0.063
H 0.907 5.245 2.529 0.003 0.002 0.001
H -1.355 3.982 1.964 0.001 0.015 -0.006
H 0.512 3.939 -1.758 -0.021 0.032 -0.013
```
Forces are in eV/Å.

Results
* net charge: -1
* molecular weight: 754.28 g mol⁻¹
* energy relative to the best compared isomer or geometry (same formula, charge and spin): 0.0 kcal/mol

---

The following is a DFT calculation (ωB97M-V/def2-TZVPD) of a molecular structure, C26H28BF4N8S3Sn.

Geometry as XYZ:
```
71
Properties=species:S:1:pos:R:3:forces:R:3
Sn 0.483 -1.228 -0.448 0.087 0.118 -0.138
C -2.212 2.131 -3.002 -0.039 -0.008 -0.020
C -1.631 1.233 -1.945 -0.093 -0.002 0.022
N -0.424 0.844 -1.919 0.013 0.102 0.021
C 0.531 1.299 -2.909 -0.003 0.019 0.084
C 1.678 0.307 -3.058 0.108 -0.076 -0.120
N 2.194 -0.255 -1.800 -0.058 0.195 -0.100
C 3.215 0.529 -1.069 -0.025 -0.001 -0.088
C 2.637 1.703 -0.293 -0.038 0.046 0.008
N 1.605 1.248 0.628 0.137 -0.098 0.073
C 1.860 1.493 2.055 0.037 0.066 -0.290
C 1.032 0.511 2.893 -0.043 -0.026 -0.015
N -0.241 0.450 2.233 0.059 0.077 0.064
C -1.400 0.144 2.594 -0.112 -0.054 -0.034
C -1.873 -0.305 3.950 0.024 -0.001 0.021
C -2.391 0.306 1.456 0.081 -0.013 0.036
C -3.775 0.343 1.577 -0.008 -0.007 0.017
C -4.525 0.625 0.442 -0.012 0.001 -0.014
C -3.889 0.901 -0.759 -0.032 -0.054 -0.010
C -2.500 0.836 -0.783 0.124 0.042 -0.065
N -1.803 0.511 0.285 -0.092 -0.019 0.044
H -1.528 2.946 -3.234 0.007 -0.003 0.012
H -3.154 2.564 -2.676 0.010 0.007 -0.015
H -2.387 1.571 -3.924 0.007 -0.011 0.005
H 0.905 2.271 -2.570 0.027 0.017 -0.046
H 0.098 1.450 -3.902 -0.054 -0.025 0.016
H 2.478 0.779 -3.639 0.044 0.025 0.073
H 1.311 -0.547 -3.628 0.028 0.053 -0.016
H 2.599 -1.153 -2.055 -0.012 -0.060 0.094
H 3.985 0.881 -1.767 -0.015 -0.001 -0.016
H 3.696 -0.141 -0.354 -0.006 0.009 0.021
H 2.239 2.454 -0.985 0.001 0.019 0.006
H 3.463 2.177 0.241 0.001 -0.027 0.048
H 0.676 1.560 0.379 -0.017 -0.028 0.011
H 1.586 2.518 2.343 0.015 0.013 -0.039
H 2.927 1.383 2.205 -0.055 -0.101 0.336
H 0.985 0.813 3.946 0.030 0.010 0.001
H 1.496 -0.479 2.846 -0.013 -0.015 -0.021
H -1.034 -0.662 4.544 0.008 0.023 0.003
H -2.608 -1.107 3.868 0.011 -0.010 -0.012
H -2.345 0.522 4.489 -0.014 -0.004 -0.015
H -4.258 0.172 2.531 0.002 -0.006 -0.002
H -5.605 0.653 0.500 -0.001 -0.003 0.000
H -4.462 1.141 -1.644 -0.002 0.012 0.016
S -0.657 -2.082 -2.669 0.002 -0.032 0.246
C -0.593 -3.728 -2.054 -0.169 -0.164 -0.113
C -1.720 -4.537 -2.210 0.067 0.116 -0.021
C -1.760 -5.845 -1.754 -0.112 -0.068 -0.037
C -2.953 -6.623 -1.941 0.106 -0.008 0.083
N -3.915 -7.237 -2.083 -0.017 0.021 -0.038
C -0.635 -6.373 -1.105 0.012 -0.100 0.051
C 0.489 -5.580 -0.943 0.065 0.079 -0.035
C 0.552 -4.262 -1.415 0.035 -0.167 -0.041
S 2.038 -3.363 -1.203 -0.061 -0.033 0.143
C -0.634 -7.719 -0.600 -0.057 0.080 -0.060
N -0.633 -8.796 -0.197 0.025 0.000 0.011
H -2.589 -4.125 -2.706 -0.009 -0.003 0.014
H 1.356 -5.990 -0.443 0.002 0.009 0.003
F 4.713 1.291 3.769 -0.009 -0.011 0.031
B 5.400 1.309 2.542 -0.001 0.059 -0.143
F 4.920 0.244 1.730 -0.008 0.016 -0.003
F 6.774 1.189 2.736 -0.004 -0.008 0.009
F 5.106 2.528 1.868 -0.004 -0.027 0.013
S 0.596 5.295 1.191 0.076 0.041 0.030
C -0.531 4.819 2.382 -0.021 -0.026 0.015
C -1.347 3.857 1.879 0.005 -0.091 -0.015
N -1.110 3.497 0.577 0.019 0.165 -0.094
C -0.116 4.184 0.102 -0.021 -0.108 0.025
H -0.526 5.239 3.373 0.013 0.003 -0.006
H -2.132 3.358 2.428 -0.018 0.020 -0.014
H 0.277 4.058 -0.898 -0.034 0.039 -0.008
```
Forces are in eV/Å.

Results
* net charge: -1
* molecular weight: 754.28 g mol⁻¹
* energy relative to the best compared isomer or geometry (same formula, charge and spin): 10.2 kcal/mol

---

For the records above, the corresponding total energy values read -131131.5375 -89230.5987 -89230.1570 eV.
For the records above, the corresponding LUMO level values read -3.351 1.670 1.632 eV.
For the records above, the corresponding F_max values read 1.8 0.3 0.4 eV/Å.